Below is C32H36BaF3N2O5Sb as an isolated structure, with properties calculated with wB97M-V/def2-TZVPD.

Energy above the lowest of the compared OMol25 structures with the same formula, charge and spin in kJ/mol: 58.9
F_max in eV/Å: 2.82
LUMO in eV: 4.2
HOMO level in eV: -2.039
Kohn-Sham gap in eV: 6.3

Structure (ORCA input):
```
! wB97M-V def2-TZVPD RIJCOSX def2/J DEFGRID3
* xyz -2 1
Ba -1.69 0.98 -0.31
Sb 0.41 -1.25 2.58
F 6.71 -4.72 -3.04
F 7.68 -2.91 -2.39
F 7.07 -4.38 -0.94
O -6.24 0.51 -0.81
O -4.01 0.34 -1.15
O -1.31 1.96 3.88
O -0.65 1.94 1.73
O -3.13 -1.63 0.64
N -3.60 1.37 1.44
N -1.97 1.21 -3.23
C 4.34 -3.33 -2.90
C -0.63 1.81 -5.10
C 2.87 -1.79 -1.71
C -0.94 -1.51 5.33
C 5.35 -3.11 -1.97
C -2.94 2.49 2.17
C -0.54 5.78 -3.42
C -4.77 1.73 0.64
C -0.98 3.42 -3.18
C 1.62 -1.15 -1.57
C -2.20 0.03 -3.81
C 0.22 -2.14 4.56
C -3.78 0.18 2.28
C 2.27 -0.22 2.93
C 3.13 -2.68 -2.77
C 1.32 -2.98 1.67
C 6.68 -3.78 -2.09
C -0.67 4.74 -1.25
C -4.11 -1.13 1.55
C 2.11 1.22 3.40
C -1.21 2.11 -3.86
C -1.48 2.10 2.67
C -5.06 0.75 -0.55
C 2.59 -3.50 2.32
C 3.92 -1.58 -0.79
C 5.13 -2.23 -0.91
C -0.79 4.54 -3.99
C -0.46 5.87 -2.04
C -0.87 0.58 -5.69
C 0.50 -0.64 -1.44
C -0.95 3.46 -1.76
C -1.68 -0.33 -5.04
H 1.50 1.29 4.30
H -5.08 -1.06 1.06
H -0.40 6.66 -4.05
H 1.49 -2.71 0.62
H 2.34 -2.86 -3.49
H -5.68 1.81 1.26
H -0.60 4.87 -0.17
H 2.44 -3.73 3.38
H -2.83 -0.65 -3.24
H -3.31 -1.18 -0.21
H 0.54 -3.75 1.66
H 5.90 -2.05 -0.18
H -2.85 0.03 2.83
H 3.09 1.67 3.61
H -4.57 0.36 3.02
H 2.81 -0.27 1.99
H -1.89 -1.31 -5.45
H 3.75 -0.89 0.03
H -0.25 6.83 -1.57
H -3.53 2.78 3.05
H 4.50 -4.01 -3.72
H -2.83 3.32 1.48
H 1.16 -2.02 5.09
H -0.41 0.34 -6.65
H -4.19 -1.88 2.34
H -4.58 2.71 0.19
H 2.96 -4.42 1.84
H -0.87 4.46 -5.07
H -1.90 -1.75 4.87
H -0.87 -0.42 5.35
H 3.39 -2.77 2.26
H 0.06 -3.21 4.41
H 2.84 -0.82 3.65
H 0.03 2.53 -5.57
H 1.60 1.82 2.65
H -0.98 -1.86 6.37
*
```

Löwdin charges in e: 1.81, 1.45, 0.11, 0.11, 0.11, -0.01, -0.27, -0.03, -0.34, -0.13, -0.35, 0.03, -0.03, -0.03, -0.28, -0.23, -0.16, -0.12, -0.15, -0.11, -0.25, -0.26, -0.16, -0.47, -0.17, -0.45, -0.03, -0.45, -0.58, -0.19, -0.23, -0.20, -0.24, -0.73, -0.70, -0.21, -0.03, -0.03, -0.09, -0.15, -0.09, -0.15, -0.17, -0.08, 0.06, 0.11, 0.08, 0.01, 0.11, 0.12, 0.06, 0.05, 0.10, 0.02, 0.04, 0.12, 0.10, 0.05, 0.13, 0.02, 0.09, 0.10, 0.08, 0.11, 0.11, 0.11, 0.04, 0.09, 0.11, 0.12, 0.06, 0.09, 0.05, 0.05, 0.05, 0.03, 0.04, 0.10, 0.05, 0.05